{"formula": "C33H40Cl2GeN7O5W", "method": "ωB97M-V/def2-TZVPD", "multiplicity": 2, "relative_energy_kj_mol": 239.6, "homo_ev": [-13.150, -13.157], "charge": 2, "elements": ["W", "Cl", "C", "C", "C", "N", "C", "O", "C", "C", "C", "C", "C", "N", "C", "C", "C", "Cl", "N", "C", "O", "C", "C", "C", "C", "C", "N", "H", "H", "H", "H", "H", "H", "H", "H", "H", "H", "C", "O", "C", "O", "N", "N", "H", "H", "H", "H", "H", "H", "O", "N", "C", "C", "C", "C", "C", "H", "H", "H", "H", "H", "C", "C", "C", "C", "Ge", "C", "C", "C", "C", "H", "H", "H", "H", "H", "H", "H", "H", "H", "H", "H", "H", "H", "H", "H", "H", "H", "H", "H"], "coordinates": [[-0.002455, 0.812938, -0.725641], [2.745106, 6.355988, -4.061243], [2.539824, 4.823572, -3.315398], [1.416717, 4.605080, -2.531087], [1.235938, 3.376924, -1.916778], [0.154349, 3.158282, -1.010747], [-1.056006, 3.201704, -1.483370], [-2.088932, 3.373406, -0.697830], [-1.239314, 2.687925, -2.877731], [-1.845407, 3.278582, -3.958862], [-1.802071, 2.595693, -5.170282], [-1.173735, 1.363177, -5.233020], [-0.623460, 0.820273, -4.081415], [-0.660205, 1.471192, -2.919571], [2.158709, 2.356267, -2.098151], [3.287523, 2.572988, -2.870676], [3.485229, 3.807631, -3.473311], [4.895259, 4.050066, -4.420815], [1.857370, 1.109958, -1.481460], [2.875009, 0.647700, -0.604747], [3.797802, -0.056121, -0.904298], [2.602418, 1.120068, 0.791163], [3.568426, 1.334313, 1.743789], [3.170565, 1.851341, 2.972809], [1.828055, 2.109588, 3.186253], [0.906713, 1.839363, 2.184355], [1.294285, 1.354732, 1.001088], [0.712906, 5.411602, -2.371481], [-2.313380, 4.248306, -3.864772], [-2.245561, 3.029826, -6.056166], [-1.106198, 0.818604, -6.163858], [-0.137594, -0.144683, -4.073214], [4.010532, 1.782870, -3.023180], [4.601368, 1.114199, 1.512667], [3.900322, 2.054999, 3.744549], [1.479258, 2.521700, 4.122331], [-0.150663, 2.012887, 2.311965], [-4.504462, 3.192254, 0.625618], [-3.333112, 2.453786, 1.020602], [-2.469560, 2.082668, 0.066900], [-1.343349, 1.602534, 0.575323], [-3.025559, 1.178090, -0.937798], [-2.161643, 0.056397, -1.092187], [-5.021748, 3.423880, 1.549768], [-5.158395, 2.593210, -0.010745], [-4.219231, 4.109194, 0.116122], [-3.967436, 0.897034, -0.692640], [-2.243673, -0.299880, -2.038824], [-2.381704, -0.692408, -0.435476], [0.109545, -0.934407, -1.950859], [0.644383, -2.167320, -1.874233], [1.977438, -2.312463, -1.930391], [2.527971, -3.575702, -1.935696], [1.698734, -4.685869, -1.905406], [0.322880, -4.501800, -1.878799], [-0.186889, -3.224646, -1.865154], [2.555199, -1.402094, -1.985665], [3.603489, -3.670076, -1.976091], [2.116138, -5.683307, -1.915032], [-0.360757, -5.338163, -1.873249], [-1.238869, -2.993650, -1.860561], [1.038612, -5.570526, 2.659875], [1.149902, -4.329751, 1.783894], [1.482424, -3.078186, 2.587613], [1.588254, -1.806453, 1.736793], [-0.162071, -1.168631, 1.109100], [-1.306856, -0.722866, 2.640585], [-2.182017, -1.901720, 3.090373], [-3.350866, -1.464159, 3.973338], [-2.910363, -0.814032, 5.278881], [0.807588, -6.458836, 2.072218], [0.250817, -5.451686, 3.405576], [1.972284, -5.757862, 3.191830], [0.211987, -4.182044, 1.236625], [1.930002, -4.477110, 1.028088], [2.434751, -3.235672, 3.101966], [0.737508, -2.942803, 3.377886], [2.279378, -1.965616, 0.903439], [2.001921, -0.991898, 2.337923], [-0.925813, -2.279280, 0.336738], [-1.930652, 0.139698, 2.398244], [-0.644840, -0.405412, 3.451413], [-1.572567, -2.625035, 3.640756], [-2.571610, -2.441171, 2.220788], [-3.970551, -2.336418, 4.191411], [-3.982470, -0.769625, 3.409201], [-2.284276, -1.494308, 5.860233], [-3.768729, -0.548703, 5.894471], [-2.339839, 0.099903, 5.103350]], "forces_ev_per_angstrom": [[0.088, -0.580, -0.472], [0.003, -0.008, 0.001], [0.005, -0.008, 0.008], [-0.001, 0.015, -0.002], [-0.038, -0.021, 0.014], [0.097, 0.249, 0.067], [0.114, 0.019, -0.015], [-0.046, -0.055, -0.078], [-0.015, 0.022, 0.029], [0.016, 0.001, -0.028], [-0.010, 0.028, 0.024], [0.026, -0.031, 0.011], [-0.011, 0.011, -0.026], [-0.075, -0.061, 0.104], [0.047, -0.068, -0.160], [0.010, -0.011, -0.021], [-0.009, 0.006, 0.001], [-0.009, 0.004, -0.001], [-0.079, 0.118, 0.453], [-0.041, 0.105, 0.161], [0.137, 0.149, -0.079], [-0.053, -0.025, -0.101], [0.015, 0.012, 0.029], [0.009, -0.005, -0.034], [-0.017, -0.010, -0.020], [0.055, -0.023, 0.033], [-0.100, -0.076, 0.109], [0.002, 0.000, 0.002], [-0.001, 0.001, 0.003], [0.001, 0.000, -0.002], [0.002, -0.002, 0.001], [-0.006, -0.010, 0.000], [-0.001, -0.003, 0.006], [0.000, -0.004, -0.006], [0.002, -0.001, 0.003], [-0.005, 0.001, -0.001], [0.006, 0.010, 0.008], [-0.014, 0.006, 0.005], [0.034, 0.059, 0.011], [0.028, -0.045, 0.027], [0.144, 0.056, -0.153], [-0.017, -0.028, -0.030], [-0.056, 0.049, 0.072], [-0.001, -0.006, 0.000], [0.004, 0.006, -0.009], [0.000, -0.002, 0.005], [0.006, -0.017, 0.029], [-0.009, 0.020, 0.000], [-0.024, -0.025, -0.027], [-0.361, 0.031, 0.159], [0.184, 0.016, -0.017], [0.009, 0.008, -0.003], [0.007, -0.006, 0.002], [-0.015, 0.008, -0.010], [0.028, 0.004, -0.010], [0.017, 0.026, -0.024], [-0.017, -0.027, -0.013], [0.002, -0.003, -0.003], [0.002, -0.001, -0.002], [-0.001, 0.001, 0.006], [-0.010, 0.008, -0.005], [0.010, -0.001, -0.002], [0.000, -0.002, 0.011], [0.032, 0.008, -0.016], [-0.002, -0.064, -0.031], [-0.053, 0.153, -0.081], [0.090, 0.029, 0.065], [0.007, -0.015, 0.018], [0.014, 0.002, 0.027], [0.007, -0.007, -0.003], [-0.001, -0.001, 0.000], [-0.002, 0.000, 0.000], [-0.001, 0.000, 0.003], [-0.008, 0.004, 0.003], [-0.005, 0.005, 0.006], [0.001, -0.003, 0.004], [-0.009, 0.009, 0.003], [0.009, 0.011, 0.008], [-0.013, -0.021, 0.007], [-0.051, 0.010, 0.025], [-0.016, -0.018, -0.051], [-0.038, 0.005, 0.013], [0.012, -0.023, -0.032], [-0.031, 0.026, -0.007], [-0.001, 0.000, 0.000], [0.000, 0.004, -0.006], [0.003, 0.003, -0.001], [-0.001, -0.003, 0.002], [-0.005, 0.006, 0.003]], "mulliken_charge": [2.0270, -0.1570, 0.0842, -0.7714, 0.5325, -0.5189, -0.4323, -0.4264, 1.0595, -1.0390, -0.5125, -1.0574, -0.2992, 0.3263, 0.0832, -0.6481, -0.0383, -0.1583, 0.9468, -0.3004, -0.5332, 0.6174, -0.8337, -0.6886, -1.1080, -0.4214, 0.0155, 0.6236, 0.5970, 0.5067, 0.5083, 0.5252, 0.5724, 0.6229, 0.4949, 0.5515, 0.7317, -0.7850, -0.4364, 0.3822, -0.6070, -0.3229, -0.6290, 0.3253, 0.3166, 0.2788, 0.4131, 0.4064, 0.3867, 0.2160, -0.2842, 0.0842, -1.0471, -0.3565, -0.9204, 0.0633, 0.5245, 0.5397, 0.4554, 0.4710, 0.5218, -1.5701, 0.5700, -1.2272, -0.2997, 0.7558, -1.1919, -0.5648, -0.6179, -1.1704, 0.4123, 0.3200, 0.3697, 0.1097, 0.0741, 0.5161, 0.2821, 0.3889, 0.3718, -0.4528, 0.5616, 0.6700, 0.2368, 0.3281, 0.4424, 0.2403, 0.3034, 0.4034, 0.2593]}